(1)
The following is a quantum chemistry calculation of a cluster of 3 separate species, C4H14NO2 in total, from OMol25.

Element x y z (Å)
H -2.60 -1.71 0.11
H 2.94 -0.09 0.23
H 0.25 1.06 0.52
C 2.33 1.76 -0.50
H 2.82 -0.15 -1.48
H 2.39 2.43 -1.40
H -5.09 -1.17 1.29
H 0.44 -0.27 -1.43
N 0.18 0.08 0.56
C 2.67 2.45 0.66
C 2.31 0.25 -0.62
C 1.03 -0.52 -0.54
H 0.53 -0.27 1.50
H 3.16 1.88 1.38
O -4.74 -1.69 0.52
H -0.77 -0.31 0.34
H 2.84 3.52 0.58
H -5.40 -1.91 -0.26
H 1.21 -1.61 -0.44
O -1.76 -1.38 -0.24
H -1.92 -1.07 -1.13

The multiplicity is 2. Its net charge is +2. The HOMO energy (spin up / spin down) comes out at -16.834 / -16.833 eV. Its frontier orbital gap (spin up / spin down) is 7.1 / 3.4 eV.

---

(2)
The following is a quantum chemistry calculation of the molecule C4H12NOP, from OMol25.

Element x y z (Å)
H -3.26 0.77 -0.18
C 0.85 -1.33 -0.19
H 0.09 -1.81 0.44
C -0.87 0.94 -0.15
H -3.53 -1.12 0.52
H -1.96 -0.37 1.58
H 1.68 -2.02 -0.29
P -2.38 -0.26 0.23
H -0.59 0.82 -1.21
C 0.31 0.84 0.75
H 3.40 0.24 0.18
H 2.35 1.59 -0.28
C 2.45 0.50 -0.28
H -1.94 -1.19 -0.74
H -1.28 1.94 -0.01
H 2.46 0.17 -1.33
N 1.33 -0.12 0.45
H 0.43 -1.16 -1.20
O 0.44 1.56 1.71

Its net charge is 0. The HOMO energy comes out at -8.642 eV. Its frontier orbital gap is 9.3 eV. As for the structure (SMILES): CN(C)C(=O)C[PH4].

---

(3)
The following is a quantum chemistry calculation of a structure of composition C2HF4IO, from OMol25.

Element x y z (Å)
O 0.09 1.91 0.22
F 0.43 -2.62 -1.35
I 1.07 -1.32 1.76
F -1.58 0.82 1.03
H 0.93 0.23 1.32
C -0.98 1.50 0.09
F -1.84 1.66 -0.86
C 1.27 -1.66 -1.02
F 0.61 -0.53 -1.20

Its net charge is 0. The HOMO energy comes out at -9.452 eV. Its frontier orbital gap is 9.6 eV.

---

(4)
The following is a quantum chemistry calculation of the ion C7H5N6O5S with charge -1, from OMol25.

Element x y z (Å)
C 0.95 1.18 -0.56
O 1.51 4.60 0.20
O -3.07 3.97 -1.48
C -1.23 0.90 -1.76
C 0.59 2.62 -0.59
C -0.75 0.00 1.49
H -0.75 4.21 -0.99
H -0.17 -1.38 3.07
H -1.90 -1.36 2.62
H -0.74 -2.13 1.55
N 0.02 -0.91 -1.47
C -1.53 2.29 -1.67
H 1.96 0.97 -0.91
N -2.87 2.79 -1.87
C -0.88 -1.29 2.24
O 2.66 2.73 0.31
N 0.02 0.46 -1.39
N 1.63 3.38 0.01
N -1.98 -0.19 -2.05
O -1.69 0.60 1.00
O -3.77 2.09 -2.36
C -0.56 3.15 -1.12
S 0.92 0.60 1.37
N -1.18 -1.25 -1.88

Its net charge is -1. The HOMO energy comes out at -4.777 eV. Its frontier orbital gap is 7.1 eV. As for the structure (SMILES): CC(=O)S[C@@H]1C([N+](=O)[O-])=CC(=[N+]([O-])[O-])c2nnnn21.

---

(5)
The following is a quantum chemistry calculation of the molecule C6H7N5, from OMol25.

Element x y z (Å)
C 0.35 -0.84 0.01
H 2.05 -0.86 -0.99
H 0.72 -3.45 -0.60
C 1.64 -2.88 -0.60
H 2.27 -3.30 -1.41
C 0.65 1.39 -1.16
C -0.84 2.49 -0.10
H 2.16 -2.96 0.38
N -1.36 -0.87 1.58
C -0.84 1.19 0.45
H 1.48 1.11 -1.77
N 0.07 2.56 -1.12
N 0.14 0.52 -0.25
H -1.49 3.35 0.13
N 1.30 -1.47 -0.80
H -2.35 0.89 1.90
N -0.32 -1.50 0.95
C -1.57 0.40 1.37

Its net charge is 0. The HOMO energy comes out at -8.420 eV. Its frontier orbital gap is 9.1 eV. As for the structure (SMILES): CNc1nncc2cncn12.

---

(6)
The following is a quantum chemistry calculation of the molecule C6H7NO2, from OMol25.

Element x y z (Å)
C 2.18 0.34 -0.04
H -2.13 -0.82 2.56
H -3.23 1.15 0.80
C 1.57 0.22 -1.35
C -2.46 0.42 0.69
O 2.13 0.43 -2.42
C -0.67 -0.17 -0.42
H -0.28 -0.05 -2.21
H 0.15 -1.83 1.01
C -1.84 -0.54 1.49
H 1.50 0.63 0.71
O -1.78 0.65 -0.45
N 0.21 -0.13 -1.44
C -0.74 -0.94 0.77
H 2.46 -0.40 0.38
H 2.93 1.05 -0.09

Its net charge is 0. The HOMO energy comes out at -8.258 eV. Its frontier orbital gap is 9.1 eV. As for the structure (SMILES): CC(=O)Nc1ccco1.

---

(7)
The following is a quantum chemistry calculation of the molecule CH5ClNOP, from OMol25.

Element x y z (Å)
O 0.13 -0.10 0.19
C 0.97 -0.73 -0.74
P -0.85 1.15 -0.18
H -2.13 1.85 1.56
H -2.03 0.22 1.81
H 0.45 -1.54 -1.38
N -1.64 1.02 1.24
H 1.70 -1.12 -0.02
Cl -2.22 -0.37 -1.66
H 1.40 -0.05 -1.43

Its net charge is 0. The HOMO energy comes out at -9.705 eV. Its frontier orbital gap is 9.9 eV. As for the structure (SMILES): COP(N)Cl.

---

(8)
The following is a quantum chemistry calculation of a structure of composition C30H41As2BrCoP2, from OMol25.

Element x y z (Å)
C -0.85 1.00 -3.45
H -0.56 -4.58 3.75
H -1.39 3.74 2.80
C 2.71 0.44 -1.91
H -3.06 -0.14 -0.51
C 2.00 -4.88 0.55
C -2.34 -2.95 -2.17
C 6.30 -0.05 -4.11
H -3.30 -3.43 1.63
H 0.10 -0.48 3.73
H -2.14 -4.77 1.73
H 0.58 3.96 -1.53
H 3.92 -4.29 -0.23
C -0.96 -2.92 -2.11
C 4.61 -0.94 -2.65
C -2.23 2.62 -1.43
C -2.28 -3.74 1.40
H 3.67 0.31 0.59
H -0.16 -3.10 4.64
C -2.42 -0.91 -0.92
H -0.38 -3.70 -2.58
C -2.06 3.24 -0.03
C 1.14 -0.26 3.46
P -0.61 1.87 -1.88
H -1.17 1.70 -4.23
C 4.44 1.32 -3.44
C 5.79 -1.10 -3.36
C -2.71 1.25 1.97
H 1.32 2.96 -2.77
H 6.01 1.98 -4.74
H -1.59 0.21 -3.32
H -0.32 2.41 3.27
P -1.29 1.99 1.10
H 3.91 2.27 -3.47
C 2.83 -2.64 0.59
C 0.64 -3.12 1.50
H 7.22 -0.17 -4.67
H 0.10 0.55 -3.72
H 3.81 -0.16 2.32
H -2.33 0.61 2.77
H -2.54 3.37 -2.16
H -4.17 -1.97 -1.63
C 0.37 3.32 -2.39
H 2.12 -5.93 0.28
C 1.67 -2.20 1.22
H 0.75 -1.85 -1.46
C 3.92 0.28 -2.67
C 3.00 -3.97 0.26
H -1.36 4.07 -0.09
H 6.31 -2.05 -3.33
C 5.62 1.16 -4.15
H -3.00 3.63 0.38
C 3.22 0.38 1.58
C -0.34 -1.87 -1.45
C 0.84 -4.46 1.17
C -1.03 -0.81 -0.83
H 0.23 3.60 2.08
As -1.05 -2.52 2.31
H 1.80 -1.01 3.91
Co 0.11 0.78 -0.19
H 0.05 -5.18 1.37
C 1.70 0.57 -1.24
H -1.85 -3.60 4.46
Br -3.22 -4.39 -3.05
H 3.16 1.43 1.84
H 1.41 0.72 3.83
C -0.63 3.04 2.44
C -0.88 -3.57 3.97
H 3.62 -1.93 0.37
H -2.97 1.82 -1.42
H -2.13 -3.66 0.33
H -0.15 3.90 -3.15
H -3.35 2.03 2.39
H -3.29 0.62 1.30
C -3.09 -1.95 -1.58
H 4.20 -1.76 -2.07
As 1.40 -0.31 1.52

The multiplicity is 2. Its net charge is 0. The HOMO energy (spin up / spin down) comes out at -6.743 / -7.635 eV. Its frontier orbital gap (spin up / spin down) is 7.3 / 8.0 eV.